{"formula": "C2H2N2O2S2", "method": "ωB97M-V/def2-TZVPD", "smiles": "O=S(=O)=c1cn[nH]s1", "de_lowest_kj_mol": 327.1, "max_force_ev_per_a": 3.3, "homo_lumo_gap_ev": 8.3892, "homo_ev": -9.44, "lumo_ev": -1.048, "total_energy_ev": -30848.497, "elements": ["C", "C", "N", "N", "O", "O", "S", "S", "H", "H"], "coordinates": [[0.21035, 0.67602, -0.03160], [-1.17253, 0.84872, -0.11773], [0.73885, -0.53826, 0.07969], [-0.29242, -1.40420, 0.08288], [-3.78753, 0.60047, -0.08156], [-2.76540, 1.68824, -2.01085], [-1.81276, -0.74530, 0.00128], [-3.05894, 1.82200, -0.58279], [0.87011, 1.45753, -0.07398], [0.08617, -2.27189, 0.31641]], "forces_ev_per_a": [[-0.82, -0.75, -0.20], [-0.51, -2.02, 0.83], [-2.05, -0.30, -0.13], [1.98, 2.61, -0.14], [0.57, 1.81, -0.21], [-0.65, 0.88, 0.62], [0.33, 0.58, 0.09], [0.09, -2.46, -1.05], [1.54, 1.86, -0.06], [-0.49, -2.19, 0.24]]}